1.
33
Properties=species:S:1:pos:R:3:forces:R:3 method="wB97M-V/def2-TZVPD" s2=9.369 multiplicity=6 total_charge=+2 e_homo_ev="-15.2 / -15.2" lumo_energy_ev="-7.873 / -8.164"
C -2.633 1.966 -1.471 2.2 -1.6 0.5
C -1.823 3.026 -1.512 1.8 -1.7 0.4
H -2.828 1.512 -0.486 -1.0 0.6 -0.5
H -2.453 1.208 -2.263 -1.3 0.8 0.1
H -1.116 3.031 -2.359 -0.8 1.0 0.1
H -1.403 3.384 -0.562 -0.8 0.8 -0.5
Dy 1.624 -0.346 -0.279 -1.5 0.8 -1.3
C 0.881 -1.631 -2.510 0.7 0.1 0.0
C 0.623 -0.320 -3.032 0.8 -0.5 0.3
C 2.890 -0.446 -2.393 -1.2 0.0 0.7
C 2.281 -1.745 -2.123 -0.8 1.2 -0.3
H -0.295 0.014 -3.573 0.9 -0.3 0.9
H 1.946 1.449 -3.312 0.2 -0.6 0.4
H 3.849 -0.073 -1.980 -0.3 -0.5 -0.9
C 1.841 0.420 -2.935 0.4 -0.5 0.6
H 2.685 -2.528 -1.443 0.0 0.2 -1.1
H 0.140 -2.438 -2.529 0.5 0.3 0.2
N -0.369 0.830 3.274 0.4 0.4 -0.4
C 0.290 2.041 3.475 0.0 -0.2 -0.2
C 1.009 2.294 2.335 -0.4 -1.3 -0.4
N 0.807 1.201 1.443 -0.3 -0.1 0.4
C -0.060 0.353 2.038 0.7 0.9 0.9
C -0.514 -0.977 1.583 0.0 -1.7 -0.2
N -0.229 -1.637 0.428 -0.6 0.5 0.8
C -0.913 -2.896 0.482 0.9 1.2 -0.1
C -1.492 -2.999 1.708 -0.3 0.2 0.6
N -1.231 -1.793 2.388 0.0 -0.4 -0.3
H -0.962 0.373 3.955 0.0 0.4 0.0
H 0.208 2.599 4.418 0.0 -0.4 -0.7
H 1.654 3.143 2.082 -0.4 -0.6 0.1
H -0.923 -3.593 -0.376 0.1 0.6 0.8
H -2.079 -3.822 2.156 0.5 0.8 -0.3
H -1.404 -1.600 3.376 -0.3 -0.4 -0.6



2.
131
Properties=species:S:1:pos:R:3:forces:R:3 method="wB97M-V/def2-TZVPD" multiplicity=1 total_charge=+1 e_homo_ev=-11.1 lumo_energy_ev=-5.285
C 0.678 -3.490 -1.044 0.1 0.7 -0.7
C 1.557 -2.227 -0.429 -0.5 -1.1 1.4
O 0.821 -0.943 -0.562 1.1 -1.2 -1.6
C 0.898 -0.414 -1.933 -0.4 1.5 -0.7
C -0.241 0.773 -2.071 0.5 -0.2 0.5
C -1.750 0.316 -1.610 -0.8 0.7 -0.4
C -2.368 -0.932 -2.504 1.7 0.2 0.2
C -3.086 -2.106 -1.614 3.3 -0.1 -0.5
N -4.522 -2.260 -2.063 0.6 -1.9 -1.9
N -5.473 -1.946 -1.099 -1.1 7.5 2.5
C -5.373 -0.598 -0.731 3.1 2.4 6.2
O -5.056 0.463 0.061 -3.3 -9.6 -7.7
H 0.225 -4.191 -0.197 1.2 1.5 -1.9
H 1.325 -4.085 -1.831 -1.5 0.9 1.9
H -0.215 -2.992 -1.645 1.7 -1.1 1.2
H 1.634 -2.427 0.740 -0.1 0.6 -2.5
H 2.656 -2.190 -0.830 -2.2 0.2 0.4
H 0.698 -1.210 -2.777 0.5 1.3 1.9
H 1.943 0.115 -2.116 -2.0 -1.3 0.3
H 0.085 1.643 -1.353 -0.7 -1.6 -1.4
H -0.203 1.225 -3.174 -0.2 -1.2 2.4
H -2.470 1.244 -1.818 1.5 -1.9 0.6
H -1.849 0.098 -0.448 0.6 0.3 -2.5
H -3.043 -0.444 -3.327 0.9 -1.2 1.5
H -1.451 -1.432 -3.082 -2.2 1.1 1.2
H -2.524 -3.127 -1.870 -1.4 2.2 0.6
H -2.961 -1.969 -0.439 -0.8 -0.1 -2.6
H -4.657 -3.294 -2.276 -0.1 1.4 0.4
H -4.740 -1.767 -2.980 0.7 -0.5 1.1
C -5.461 3.651 2.164 0.0 -0.1 0.1
O -5.216 3.035 0.913 0.2 -0.5 -0.1
H -5.719 4.699 1.999 0.0 -0.2 0.0
H -6.292 3.147 2.663 0.0 0.2 0.2
H -4.562 3.592 2.782 -0.1 0.2 0.2
H -4.989 2.106 1.091 -0.1 0.9 -0.1
C -0.291 0.175 -5.834 0.2 0.1 -0.2
O -0.372 -0.943 -4.969 0.2 -0.7 0.1
H -1.074 0.889 -5.565 0.1 -0.1 0.0
H 0.686 0.652 -5.725 -0.1 0.2 -0.2
H -0.437 -0.151 -6.866 0.0 0.3 -0.1
H 0.334 -1.558 -5.230 -0.3 0.3 0.2
C 5.046 -1.492 -2.796 0.3 0.1 -0.1
O 4.080 -1.060 -3.736 -0.2 0.3 -0.5
H 4.661 -2.366 -2.266 0.0 0.1 -0.1
H 5.968 -1.762 -3.318 0.1 0.0 0.3
H 5.242 -0.691 -2.079 0.1 -0.1 0.2
H 4.449 -0.284 -4.190 -0.3 -0.4 0.3
C 2.168 -0.253 3.296 0.1 0.3 -0.1
O 1.272 -1.311 3.010 -0.6 -0.2 -0.3
H 2.706 -0.483 4.219 -0.1 -0.1 -0.2
H 2.883 -0.148 2.476 0.1 0.2 0.1
H 1.607 0.676 3.425 0.2 0.2 0.1
H 0.810 -1.079 2.186 0.2 -0.2 0.3
C -1.704 2.195 2.983 0.0 0.2 -0.1
O -1.222 3.398 3.552 -0.1 0.4 -0.1
H -1.125 1.357 3.379 -0.1 0.2 0.0
H -2.757 2.063 3.245 0.0 -0.3 -0.1
H -1.591 2.233 1.897 -0.1 -0.2 -0.1
H -1.755 4.122 3.182 0.4 -0.3 0.2
C 2.194 3.058 -3.497 0.0 0.2 0.1
O 3.306 2.285 -3.085 0.6 -0.1 0.4
H 1.589 2.469 -4.190 0.1 0.1 0.1
H 1.591 3.323 -2.625 -0.2 0.1 -0.2
H 2.544 3.962 -4.000 -0.3 0.1 -0.1
H 3.824 2.833 -2.471 -0.2 -0.4 -0.4
C -1.337 5.512 6.278 0.0 -0.2 -0.1
O -0.782 6.620 5.595 0.5 0.2 -0.5
H -2.239 5.834 6.805 0.2 0.0 -0.1
H -1.598 4.732 5.558 -0.1 -0.2 0.3
H -0.613 5.128 7.001 -0.2 -0.2 0.1
H 0.016 6.304 5.138 -0.5 0.3 0.3
C -1.541 3.845 -2.680 -0.1 0.3 -0.1
O -0.800 4.418 -3.741 0.2 0.3 -0.2
H -1.534 2.758 -2.788 0.1 0.4 -0.1
H -1.083 4.116 -1.725 -0.3 -0.1 0.2
H -2.572 4.206 -2.718 0.0 -0.1 0.3
H -0.824 5.382 -3.618 0.1 -0.4 -0.1
C 0.846 7.255 -1.527 0.2 0.1 0.0
O -0.120 7.687 -2.467 -0.2 0.3 -0.5
H 0.461 6.381 -0.997 0.0 0.1 -0.1
H 1.768 6.985 -2.049 0.1 -0.1 0.2
H 1.042 8.056 -0.810 0.1 -0.2 0.1
H 0.249 8.463 -2.921 -0.3 -0.4 0.2
C -0.475 -2.238 5.844 0.1 0.1 -0.2
O -1.107 -1.635 4.730 -0.2 0.4 -0.3
H -1.227 -2.765 6.436 0.1 0.1 -0.1
H 0.277 -2.950 5.496 0.1 -0.1 0.2
H -0.005 -1.467 6.459 0.1 -0.2 0.2
H -0.416 -1.175 4.224 -0.1 -0.5 0.1
C -7.686 2.616 5.313 0.2 0.0 0.0
O -6.965 3.713 5.843 0.4 0.2 -0.2
H -8.688 2.606 5.748 0.2 0.1 0.0
H -7.763 2.719 4.228 -0.2 -0.2 0.0
H -7.172 1.685 5.566 -0.2 -0.2 -0.1
H -6.080 3.696 5.439 -0.4 0.1 0.4
C -3.275 3.672 9.385 0.0 -0.2 0.1
O -3.030 3.056 8.134 0.2 -0.5 -0.3
H -3.534 4.721 9.220 0.0 -0.2 -0.1
H -4.107 3.168 9.884 0.0 0.2 0.2
H -2.376 3.614 10.003 -0.1 0.2 0.2
H -2.804 2.128 8.312 -0.1 0.6 -0.2
C 1.067 -7.616 -1.351 0.2 -0.2 0.0
O 1.622 -6.508 -2.034 0.5 0.2 -0.5
H 0.166 -7.294 -0.824 0.1 0.1 -0.1
H 0.807 -8.396 -2.071 -0.1 -0.1 0.2
H 1.791 -8.000 -0.628 -0.2 -0.2 0.1
H 2.420 -6.824 -2.491 -0.4 0.2 0.3
C 7.319 -3.785 -4.862 0.3 -0.3 -0.1
O 8.040 -2.688 -4.332 0.5 0.4 0.0
H 6.317 -3.795 -4.427 0.2 0.1 0.0
H 7.242 -3.682 -5.947 -0.2 -0.2 0.0
H 7.832 -4.716 -4.609 -0.3 -0.1 -0.1
H 8.924 -2.705 -4.736 -0.5 0.1 0.3
C -3.391 6.857 -0.941 -0.1 0.1 0.0
O -3.196 5.582 -0.358 -0.3 -0.5 0.4
H -2.463 7.172 -1.426 -0.1 -0.1 0.1
H -4.188 6.800 -1.686 0.0 0.2 -0.1
H -3.655 7.578 -0.164 0.0 0.2 -0.2
H -4.034 5.330 0.065 0.5 -0.1 -0.2
C 7.667 -8.170 -3.730 0.2 -0.1 -0.1
O 8.222 -7.061 -4.413 0.5 0.1 -0.3
H 6.766 -7.847 -3.204 0.2 0.0 -0.1
H 7.407 -8.950 -4.450 -0.1 -0.1 0.2
H 8.391 -8.553 -3.007 -0.2 -0.2 0.1
H 9.020 -7.378 -4.870 -0.5 0.3 0.2
C 3.795 -9.949 1.354 0.2 0.0 0.1
O 4.118 -9.103 0.266 0.4 0.4 -0.3
H 2.761 -10.287 1.247 0.2 0.1 -0.1
H 4.461 -10.815 1.353 -0.2 -0.1 0.2
H 3.899 -9.396 2.290 -0.1 -0.2 0.1
H 5.040 -8.820 0.388 -0.6 -0.1 -0.1



3.
50
Properties=species:S:1:pos:R:3:forces:R:3 method="wB97M-V/def2-TZVPD" multiplicity=1 e_above_lowest_kj_mol=99.0 total_charge=+2 e_homo_ev=-15.7 lumo_energy_ev=-8.327
W -0.204 -0.877 1.272 0.4 -2.3 0.7
O 0.629 -1.015 -0.653 0.7 0.0 -0.5
S 1.572 -2.152 -0.314 -0.4 0.6 -0.1
O 2.889 -2.077 -0.806 0.1 -0.2 0.2
O 1.496 -1.983 1.255 -0.1 -0.2 -0.6
C 0.672 -3.487 -1.052 -0.3 0.1 0.0
C 1.429 -4.379 -1.771 -0.1 -0.1 -0.1
C 0.791 -5.244 -2.674 0.2 0.0 0.0
C -0.564 -5.171 -2.871 -0.2 0.0 0.0
C -1.350 -4.272 -2.131 0.1 -0.1 -0.1
C -0.748 -3.432 -1.231 0.4 0.0 0.1
S -1.809 -2.673 -0.033 0.2 0.3 0.5
O -3.072 -3.289 -0.030 0.0 0.1 -0.1
O -1.855 -1.130 0.004 0.0 -0.2 -0.1
O -0.904 -2.832 1.176 -0.7 0.1 0.3
H 2.506 -4.384 -1.671 0.0 0.0 0.0
H 1.384 -5.955 -3.232 0.0 0.0 0.0
H -1.044 -5.830 -3.582 0.0 0.0 0.0
H -2.428 -4.270 -2.234 0.0 0.0 0.0
C 0.814 -1.523 4.247 -0.2 -0.1 0.0
O -0.336 -1.477 3.319 0.5 0.2 0.3
C -0.839 -0.232 2.953 -0.4 -0.1 -0.7
C -1.388 0.713 3.917 0.0 0.1 0.3
H 0.432 -1.290 5.236 0.0 0.0 0.0
H 1.575 -0.813 3.932 0.0 0.0 0.0
H 1.180 -2.542 4.196 0.0 0.0 0.0
H -0.600 1.105 4.570 -0.1 0.0 0.0
H -2.117 0.191 4.545 0.0 0.0 0.0
H -1.874 1.545 3.414 0.0 0.0 0.0
C 1.219 4.742 -0.649 0.1 0.1 0.1
Ge -0.275 3.870 -1.521 0.0 -0.2 0.3
C -1.983 4.313 -0.706 -0.1 0.0 0.1
C -0.275 4.067 -3.430 0.0 0.0 -0.3
C 0.000 1.900 -1.170 0.1 -0.3 0.0
Se -0.100 1.531 0.734 -0.3 1.6 0.0
C 1.811 1.282 1.114 0.0 0.3 0.1
H 1.123 5.821 -0.769 0.0 0.0 0.0
H 2.164 4.436 -1.099 0.0 0.0 0.0
H 1.252 4.542 0.424 0.0 0.0 0.0
H -1.879 5.152 -0.019 0.0 0.0 0.0
H -2.419 3.480 -0.151 0.0 0.0 0.0
H -2.695 4.592 -1.483 0.0 0.0 0.0
H -0.405 5.124 -3.668 0.0 0.0 0.0
H -1.098 3.511 -3.878 0.0 0.0 0.0
H 0.663 3.730 -3.869 0.0 0.0 0.0
H 0.977 1.522 -1.470 -0.1 0.0 -0.2
H -0.775 1.288 -1.634 0.0 0.0 0.0
H 2.254 2.179 0.682 0.1 0.0 0.0
H 2.238 0.417 0.621 0.0 -0.1 -0.1
H 1.963 1.278 2.188 0.1 0.0 0.0



4.
17
Properties=species:S:1:pos:R:3:forces:R:3 method="wB97M-V/def2-TZVPD" multiplicity=1 e_above_lowest_kj_mol=342.8 e_homo_ev=-8.9 lumo_energy_ev=1.196 smiles=CCN1C[C@H]1C
C 0.039 -1.868 1.202 -0.1 -0.2 0.1
C 0.207 -0.375 1.406 -0.2 -0.1 0.1
N 0.581 0.233 0.153 -0.4 -0.6 -0.1
C 0.196 1.838 0.038 0.6 -0.9 0.6
C -0.405 0.738 -0.757 0.0 -0.5 -0.1
C -0.139 0.585 -2.231 0.0 0.0 -0.1
H -0.214 -2.350 2.149 0.0 -0.1 -0.1
H -0.767 -2.059 0.485 0.1 0.0 0.1
H 0.959 -2.313 0.810 -0.1 0.1 0.1
H -0.711 0.082 1.806 0.0 -0.1 0.0
H 1.014 -0.172 2.126 -0.2 0.0 -0.1
H -0.436 2.125 0.889 0.6 0.0 0.0
H 1.295 1.450 0.161 -0.1 2.3 -0.5
H -1.404 0.429 -0.437 0.0 0.4 -0.1
H -0.856 1.179 -2.810 0.1 -0.1 0.1
H -0.226 -0.465 -2.528 0.0 0.1 0.0
H 0.867 0.944 -2.463 -0.1 -0.1 0.0



5.
15
Properties=species:S:1:pos:R:3:forces:R:3 method="wB97M-V/def2-TZVPD" multiplicity=1 e_above_lowest_kj_mol=416.6 e_homo_ev=-9.5 lumo_energy_ev=0.940
C -1.024 0.644 0.404 -8.5 0.8 1.4
C -1.251 -0.884 0.169 -1.4 -1.1 -0.4
C 1.039 -1.318 -0.037 3.1 2.9 1.3
C 1.414 0.852 -0.136 -0.7 1.0 3.0
C 0.007 0.500 -0.535 3.5 4.6 -4.7
H -2.051 1.245 -0.151 3.0 -1.5 1.9
H -1.117 0.966 1.507 1.2 -0.4 -1.9
H -1.163 -1.308 1.237 -0.2 -0.7 -2.2
H -2.001 -1.254 -0.636 0.1 0.7 2.7
H 1.274 -2.265 0.245 -0.2 -3.2 0.3
H 1.975 1.277 -0.928 1.0 -0.3 -0.9
H 1.304 1.761 0.610 0.6 -2.0 -0.9
H -0.265 1.171 -1.409 0.5 -1.2 0.4
N -0.043 -0.925 -0.804 -0.1 -0.2 2.0
N 1.903 -0.464 0.464 -1.8 0.6 -2.2



6.
107
Properties=species:S:1:pos:R:3:forces:R:3 method="wB97M-V/def2-TZVPD" multiplicity=1 e_above_lowest_kj_mol=57.8 total_charge=+1 e_homo_ev=-10.4 lumo_energy_ev=-2.827
C -0.875 0.812 -5.331 1.0 -0.7 -1.0
O -0.752 1.884 -4.409 -0.3 -0.9 0.2
C -1.788 1.905 -3.446 -0.3 1.4 0.4
C -1.227 1.945 -1.985 0.1 -0.1 -0.7
C 0.232 1.434 -1.887 -0.3 1.5 0.1
N 0.319 -0.001 -2.267 0.1 -0.3 -0.2
C -0.885 -0.789 -1.819 -1.5 0.7 0.3
C -1.657 0.003 -0.707 1.2 -1.2 0.0
O -2.152 1.242 -1.154 0.4 -0.3 0.2
H -1.308 1.107 -6.301 -0.1 0.1 0.5
H 0.148 0.438 -5.559 -0.5 0.3 0.1
H -1.450 -0.052 -4.953 0.0 0.4 0.1
H -2.343 2.852 -3.581 0.0 -0.5 0.0
H -2.530 1.102 -3.562 0.5 0.1 0.0
H -1.216 2.991 -1.641 0.1 -0.4 -0.1
H 0.610 1.657 -0.880 0.0 -0.7 -0.2
H 0.856 1.991 -2.601 -0.3 -0.2 0.3
H 1.199 -0.415 -1.959 0.0 0.0 0.2
H 0.355 -0.022 -3.292 0.1 0.0 0.0
H -1.557 -0.826 -2.689 0.3 -0.3 0.2
H -0.625 -1.800 -1.491 0.1 0.4 -0.1
H -0.966 0.105 0.149 -0.3 0.2 -0.1
H -2.462 -0.659 -0.357 0.0 0.5 -0.2
F 2.393 -0.222 -5.074 -0.2 0.0 0.3
C 3.353 0.005 -6.013 0.7 0.2 -0.7
C 3.200 1.064 -6.888 -0.3 0.1 0.2
C 4.181 1.297 -7.843 0.1 -0.2 0.1
C 5.292 0.464 -7.916 0.0 0.0 0.0
C 5.427 -0.598 -7.031 -0.1 0.2 -0.1
C 4.453 -0.828 -6.068 -0.2 -0.1 0.3
H 2.324 1.697 -6.821 0.0 0.0 0.0
H 4.079 2.126 -8.530 0.0 0.0 0.0
H 6.053 0.645 -8.664 0.0 0.0 0.0
H 6.289 -1.249 -7.089 0.0 0.0 0.0
H 4.546 -1.645 -5.366 0.0 0.0 0.0
F -1.577 0.606 2.424 -0.1 -0.1 -0.1
C -1.325 1.842 2.910 0.1 0.7 0.3
C -1.286 2.917 2.041 0.0 -0.2 -0.3
C -1.029 4.187 2.543 0.1 -0.1 0.2
C -0.807 4.366 3.902 0.1 0.0 -0.1
C -0.845 3.276 4.764 0.1 0.0 -0.3
C -1.111 2.007 4.267 0.0 -0.3 0.1
H -1.457 2.757 0.982 -0.1 0.0 0.0
H -1.004 5.038 1.874 0.0 0.0 0.0
H -0.605 5.355 4.291 0.0 0.0 0.0
H -0.669 3.414 5.821 0.0 0.0 0.0
H -1.152 1.148 4.925 0.0 0.0 0.0
F -4.844 1.527 -4.340 0.0 0.0 -0.1
C -5.601 0.604 -3.708 -0.3 -0.4 0.2
C -5.124 0.033 -2.542 0.2 0.0 0.0
C -5.898 -0.915 -1.885 -0.2 0.0 -0.2
C -7.131 -1.286 -2.407 0.0 0.0 0.0
C -7.593 -0.706 -3.583 0.2 0.0 0.2
C -6.827 0.249 -4.237 0.0 0.1 -0.2
H -4.158 0.331 -2.155 -0.1 0.1 0.0
H -5.540 -1.364 -0.967 0.0 0.0 0.0
H -7.732 -2.027 -1.896 0.0 0.0 0.0
H -8.552 -0.999 -3.991 0.0 0.0 0.0
H -7.174 0.717 -5.149 0.0 0.0 0.0
F 3.564 0.443 5.371 0.0 0.4 -0.3
C 3.058 -0.226 4.321 -0.2 -0.3 -0.5
C 2.013 0.330 3.607 -0.1 0.3 0.1
C 1.493 -0.358 2.520 0.3 -0.2 0.0
C 2.017 -1.598 2.167 0.0 0.1 0.0
C 3.064 -2.146 2.897 -0.1 0.2 0.0
C 3.594 -1.455 3.978 0.2 0.0 0.0
H 1.614 1.292 3.903 0.0 0.0 0.0
H 0.680 0.070 1.949 0.0 0.0 0.1
H 1.607 -2.137 1.321 0.0 0.0 0.0
H 3.469 -3.112 2.624 0.0 0.0 0.0
H 4.415 -1.862 4.551 0.0 0.1 0.0
F 5.411 -3.811 -5.978 0.1 0.1 0.0
C 4.603 -4.856 -5.713 -0.3 -0.5 0.1
C 4.149 -5.641 -6.757 0.1 0.1 -0.2
C 3.320 -6.720 -6.481 0.0 0.1 0.2
C 2.948 -6.995 -5.170 0.0 0.0 0.0
C 3.408 -6.194 -4.133 0.0 0.0 -0.2
C 4.246 -5.119 -4.403 0.1 0.2 0.1
H 4.445 -5.407 -7.772 0.0 0.0 0.0
H 2.965 -7.347 -7.288 0.0 0.0 0.0
H 2.299 -7.835 -4.959 0.0 0.0 0.0
H 3.116 -6.406 -3.113 0.0 0.0 0.0
H 4.623 -4.489 -3.607 0.0 0.0 0.0
F 3.231 -5.173 7.422 0.0 -0.1 0.0
C 3.482 -3.943 7.905 0.1 0.5 0.2
C 3.522 -2.869 7.034 0.0 -0.1 0.0
C 3.776 -1.598 7.533 0.0 -0.2 0.3
C 3.996 -1.419 8.895 0.0 0.0 0.0
C 3.956 -2.508 9.757 0.0 0.1 -0.2
C 3.693 -3.779 9.262 0.0 -0.2 0.1
H 3.355 -3.033 5.980 -0.1 -0.1 0.0
H 3.804 -0.751 6.865 0.0 -0.2 0.2
H 4.198 -0.429 9.283 0.0 0.0 0.0
H 4.132 -2.369 10.815 0.0 0.0 0.0
H 3.650 -4.638 9.919 0.0 0.0 0.0
F -2.671 4.890 6.185 0.0 0.1 0.2
C -3.977 5.002 5.870 -0.6 0.0 -0.1
C -4.789 5.825 6.629 0.1 0.1 0.2
C -6.132 5.942 6.298 0.1 -0.2 -0.2
C -6.648 5.229 5.222 0.0 0.0 0.0
C -5.821 4.403 4.472 0.0 0.2 0.2
C -4.474 4.290 4.793 0.2 -0.1 -0.1
H -4.370 6.366 7.468 0.0 0.0 0.0
H -6.776 6.588 6.880 0.0 0.0 0.0
H -7.697 5.319 4.969 0.0 0.0 0.0
H -6.224 3.845 3.637 0.0 0.0 0.0
H -3.811 3.658 4.215 0.0 0.0 0.0



no.,DFT total energy (eV)
1,-43750.8361
2,-69163.5841
3,-174579.6449
4,-6849.9755
5,-8290.6790
6,-75170.4514